(1)
Computed, not measured: C22H27LaN2O5S5 as an isolated structure at a distorted geometry, with ωB97M-V with the def2-TZVPD basis set.

The calculation puts the LUMO energy at 0.12 eV. As for the energy above the lowest of the compared OMol25 structures with the same formula, charge and spin: 0.0000 eV. The electronic energy is -91508.4918 eV. For the HOMO energy, the calculation gives -7.13 eV. Its frontier orbital gap is 7.241 eV.

Structure (ORCA input):
```
! RIJCOSX wB97M-V def2-TZVPD def2/J DEFGRID3
* xyz 0 1
La 0.04260 0.38328 0.34591
S 1.83134 0.32794 -1.80046
S 3.90151 2.70664 -0.58844
S 5.61519 0.37569 0.35020
S 3.91038 -1.58076 -0.82270
S 6.33829 -2.48108 0.64776
O -8.14561 -0.09498 0.02801
O 0.16168 -0.05083 2.32210
O -1.88633 -0.81400 -0.24918
O -2.05919 1.37719 0.00732
O -7.21264 2.01887 0.03568
N -0.53717 4.91281 0.12937
N 0.58021 2.75327 0.57375
C 4.17158 0.98456 -0.42458
C 5.36840 -1.30370 0.04643
C 2.00836 -1.57187 2.51250
C -6.78930 -0.19054 -0.02370
C -0.30205 5.62885 -1.14726
C 2.32518 0.89047 2.81292
C -4.87691 1.25943 -0.05116
C -1.62018 6.09677 -1.75691
C 1.37086 -0.28788 3.04329
C -6.22711 1.06843 -0.01825
C -2.60260 0.22750 -0.12161
C 1.06556 -0.42002 4.52043
C -2.64042 6.54204 -0.68636
C 4.61215 3.34803 0.94155
C 3.34335 0.06652 -0.95433
C -6.03554 -1.33346 -0.06876
C -4.08127 0.10156 -0.10036
C -4.64730 -1.16228 -0.11059
C -1.96222 6.81943 0.65378
C -1.36039 5.53636 1.19811
C 0.07260 3.77242 0.36397
C -8.45764 1.30712 0.02359
H -2.67482 7.19349 1.38798
H -3.99139 -2.02218 -0.15199
H -9.02489 1.54805 0.91616
H -9.01022 1.54943 -0.87889
H 4.77848 4.41030 0.76589
H 0.59875 0.49935 4.88466
H -4.42405 2.24252 -0.04012
H 1.97374 -0.60814 5.10159
H 1.40620 -2.43800 2.79416
H -1.18976 7.58578 0.54095
H -1.38841 6.92331 -2.43037
H -3.38386 5.75548 -0.53397
H -3.18387 7.42100 -1.03049
H 1.83992 1.82092 3.11255
H 2.61176 0.97072 1.75596
H -2.04328 5.30057 -2.36880
H 3.23393 0.74660 3.40093
H -6.49458 -2.31440 -0.07055
H 3.92991 3.21790 1.78260
H 3.02076 -1.69371 2.90491
H -0.74985 5.71058 2.08246
H 0.36778 6.46710 -0.96243
H -2.15796 4.84246 1.46339
H 0.21630 4.94560 -1.81339
H 2.07605 -1.55520 1.41944
H 0.36802 -1.24612 4.67984
H 5.57570 2.89603 1.17500
*
```

(2)
Computed, not measured: C22H27N2O5SSr as an isolated structure at a distorted geometry, with ωB97M-V with the def2-TZVPD basis set.

The calculation puts the LUMO energy at -2.31 eV. The electronic energy is -48139.4583 eV. For the HOMO energy, the calculation gives -11.89 eV. Its frontier orbital gap is 9.576 eV.

Structure (ORCA input):
```
! RIJCOSX wB97M-V def2-TZVPD def2/J DEFGRID3
* xyz 1 1
Sr -0.23167 -0.28728 0.98606
S -2.98641 -0.85793 0.55166
O -2.74962 -2.27563 0.33841
O 1.31722 -2.23720 1.50677
O -2.84746 1.69975 -2.00545
O 0.44040 -2.15788 -0.51930
O -2.55565 -0.46118 1.90793
N -2.23350 0.07036 -0.50280
N -0.31044 -4.61382 -0.55934
C 0.79189 1.67136 2.93944
C -5.75467 1.10364 -1.27582
C 2.05097 -4.97901 -0.36483
C 0.93183 -2.78134 0.46014
C -3.16460 0.85718 -1.20785
C 2.87702 1.02894 1.98232
C -6.94741 0.64184 -0.73867
C 2.46923 0.92065 5.47196
C -6.97527 -0.33726 0.25595
C 0.54409 2.50255 1.84751
C 1.18177 3.48597 -0.38940
C 1.45726 2.60444 0.79486
C 2.19544 0.04006 4.24830
C -4.57728 0.55849 -0.78868
C 1.41222 -6.20382 -1.01132
C 3.30698 -0.98540 4.06987
C 0.11159 -5.65716 -1.57699
C 2.62284 1.84641 0.88748
C -4.62869 -0.40051 0.19576
C 1.96601 0.91179 3.03091
C 0.87725 -4.30843 0.33916
C -5.79893 -0.88657 0.74834
H -7.93238 -0.66246 0.64053
H 0.25254 -5.12762 -2.51674
H 3.16340 -1.60105 3.18218
H 3.35399 1.90409 0.09004
H 0.38538 3.08296 -1.01930
H 3.79647 0.45984 2.00572
H 0.68248 -4.75936 1.31054
H 2.03017 -6.65331 -1.78551
H 3.37298 1.51406 5.32336
H 2.83759 -5.22774 0.34317
H -5.79877 -1.64336 1.51957
H -1.11512 -4.90662 -0.00839
H -0.39882 3.03805 1.79668
H 2.06896 3.59838 -1.00988
H -5.73886 1.85743 -2.05031
H 0.01741 1.55711 3.69357
H -7.88529 1.04542 -1.09642
H 1.64835 1.60858 5.67378
H 3.33927 -1.64520 4.93663
H 2.46612 -4.31237 -1.12321
H 2.61520 0.30098 6.35673
H 4.28243 -0.49897 4.00311
H 1.25787 -0.49893 4.43422
H 1.20373 -6.97031 -0.26262
H -0.54728 -3.70287 -0.99376
H -0.69360 -6.37794 -1.68729
H 0.86378 4.47831 -0.07008
*
```

(3)
Computed, not measured: one molecule with the formula C22H27N3O6 at a distorted geometry, with ωB97M-V with the def2-TZVPD basis set.

The calculation puts the LUMO energy at -1.67 eV. As for the energy above the lowest of the compared OMol25 structures with the same formula, charge and spin: 24.6603 eV. As for the SMILES: CCOCCOc1cc2c(cc1COC)C(=O)c1ccc(O)c(CC(N)(N)N)c1C2=O. The electronic energy is -39984.3438 eV. For the HOMO energy, the calculation gives -8.57 eV. Its frontier orbital gap is 6.898 eV.

Structure (ORCA input):
```
! RIJCOSX wB97M-V def2-TZVPD def2/J DEFGRID3
* xyz 0 1
O 0.83381 -2.20877 0.42704
O 5.88498 -2.48459 -2.77823
O 4.02714 1.53498 2.96195
O -4.32305 -0.62698 0.55166
O -2.82191 4.58933 2.47735
O -3.05705 1.85331 1.18798
N 1.82110 -2.44228 -4.56977
N 1.72902 -0.59055 -2.98733
N 0.14888 -2.47611 -2.79679
C 4.01149 0.23212 0.76087
C 5.22317 -1.68265 -1.70739
C 1.59584 -2.09568 -3.08305
C -0.85784 0.40797 0.77907
C 3.09848 -0.89252 -0.05585
C 3.64608 -1.83220 -1.28542
C -0.77792 2.97797 2.10327
C -1.59761 1.77720 1.35045
C 0.76521 0.27622 0.99317
C 0.87153 2.76552 2.28027
C -3.47381 1.73636 -0.21826
C 1.53451 -1.05550 0.42339
C -3.53458 4.27779 3.75578
C 3.27366 1.12184 1.93981
C 5.58813 0.35533 0.31229
C -3.96968 0.19005 -0.61956
C -4.76282 -2.86877 1.61976
C -4.05751 -2.05818 0.33999
C 2.68280 -2.91622 -2.11225
C 1.65653 1.42318 1.76060
C -1.39303 4.35848 2.72791
C 6.21733 -0.60833 -0.89934
H 6.27954 1.11035 0.87980
H -1.40455 -0.48372 0.24968
H -3.07516 -0.35179 -1.19168
H 0.09126 -3.49200 -2.51088
H 7.35386 -0.55197 -1.20407
H 5.21052 -2.72231 -3.49238
H 2.08934 -3.63534 -1.39254
H -3.02212 3.36971 4.33637
H 1.64103 -0.11565 -3.91618
H -4.86304 0.21631 -1.40346
H -5.90579 -3.04537 1.38180
H 2.63738 -1.83512 -4.83280
H -2.71276 2.18181 -0.99692
H -4.64608 -2.16860 2.56654
H 3.31991 -3.58632 -2.82904
H -1.08113 4.43581 3.87236
H 1.05794 -0.17269 -2.29321
H -0.81030 5.25522 2.19741
H -4.46129 2.39811 -0.32677
H -3.57644 5.24510 4.42108
H 1.50875 3.60223 2.83383
H -0.26477 -1.88732 -2.02804
H -4.21293 -3.87162 1.88127
H -2.91210 -2.34906 0.34589
H 0.99477 -1.98537 -5.04314
H -4.59005 -2.50427 -0.62897
H -4.62868 3.90552 3.48469
*
```

(4)
Computed, not measured: one molecule with the formula C22H27N3O6S at a distorted geometry, with ωB97M-V with the def2-TZVPD basis set.

The calculation puts the LUMO energy at 0.54 eV. As for the energy above the lowest of the compared OMol25 structures with the same formula, charge and spin: 0.8951 eV. As for the SMILES: COc1ccc(CCNC(=O)C(=O)NC[C@@H]2OCCN2S(=O)(=O)c2ccc(C)cc2)cc1. The electronic energy is -50843.1713 eV. For the HOMO energy, the calculation gives -8.03 eV. Its frontier orbital gap is 8.572 eV.

Structure (ORCA input):
```
! RIJCOSX wB97M-V def2-TZVPD def2/J DEFGRID3
* xyz 0 1
S 0.44460 -0.64372 -0.17710
O 1.36026 -4.36636 -0.19215
O -0.91858 -0.25871 -0.39791
O -1.06768 0.03152 -3.91616
O 1.43917 -0.29124 -1.14808
O 1.70035 2.75643 0.60787
O -2.22251 -2.47090 -1.78525
N -0.17255 -2.19397 -2.73134
N 0.56923 -2.28698 0.00963
N -2.92299 0.03831 -2.59610
C -1.42049 -1.80543 -2.41875
C 0.94576 -0.14409 1.45333
C -0.38855 -3.07474 0.75632
C 2.88596 2.58859 -0.13583
C 0.39015 2.59520 -1.44804
C -1.88184 2.65603 0.11927
C -1.76846 -0.45886 -3.04741
C -3.38337 2.36441 -1.87025
C 2.15619 0.96032 5.38958
C 0.38004 0.51526 3.67363
C 2.28855 -0.13753 1.77347
C -2.01504 2.51141 -1.25633
C -0.01480 0.16938 2.39321
C 1.22662 -3.17345 -0.91372
C -0.86294 2.51244 -2.02677
C -0.64028 2.76450 0.70806
C -3.44442 1.32129 -2.99315
C 0.40555 -3.39964 -2.21546
C 2.67620 0.21389 3.05313
C 0.21610 -4.49021 0.64614
C 0.51318 2.70016 -0.07006
C 1.72788 0.54775 4.01582
H -1.38527 -3.01880 0.30498
H 2.22071 -2.78229 -1.15136
H 1.05086 -3.86140 -2.96534
H -0.36420 0.76905 4.41439
H 0.40971 -1.49847 -3.18067
H 3.00812 -0.39724 1.01383
H 3.06083 0.43679 5.68906
H 1.37374 0.76479 6.11833
H 2.36832 2.02954 5.40046
H 3.68995 2.55464 0.59845
H 2.86285 1.65610 -0.70689
H -0.92120 2.41821 -3.09926
H 1.25829 2.55387 -2.08453
H -4.09215 2.08744 -1.08649
H -0.42496 -4.07316 -1.98512
H 0.56323 -4.87603 1.60665
H -0.43076 -2.71131 1.78500
H -0.53487 2.87720 1.77620
H -2.85172 1.64151 -3.85209
H -3.70754 3.32353 -2.28657
H -4.48564 1.19821 -3.31290
H -0.49883 -5.19714 0.21181
H -1.05181 0.15261 2.09829
H 3.72488 0.23284 3.31110
H 3.05238 3.43199 -0.81452
H -3.33129 -0.44083 -1.80542
H -2.76489 2.67728 0.74303
*
```